{"formula": "C16H31BFO5P2S", "method": "ωB97M-V with the def2-TZVPD basis set", "fmax_ev_per_a": 9.93, "charge": -1, "homo_lumo_gap_ev": 3.587, "lumo_energy_ev": -0.4, "multiplicity": 1, "elements": ["C", "C", "C", "F", "B", "C", "C", "C", "O", "C", "C", "C", "C", "C", "C", "C", "P", "S", "H", "H", "H", "H", "H", "H", "H", "H", "H", "H", "H", "H", "H", "H", "H", "H", "H", "H", "H", "H", "H", "H", "C", "O", "P", "O", "O", "C", "O", "C", "H", "H", "H", "H", "H", "H", "H", "H", "H"], "xyz": [[1.34974, 1.45272, -0.83203], [-0.18004, 1.22599, -0.19260], [-0.68233, -0.23803, -0.72346], [0.11487, -1.38598, -0.14815], [-2.30769, -0.50372, -0.62613], [-2.83825, -1.12595, 0.79141], [-2.37180, -0.34988, 2.15199], [-2.76609, 1.27535, 2.16863], [-0.97568, -0.61322, 2.51952], [-0.73279, -0.55809, 3.96313], [-0.29383, 0.90670, 4.55346], [0.64607, 2.02539, 3.81294], [1.08552, 3.48624, 4.49893], [0.52594, 3.78396, 6.02090], [-0.41598, 2.69827, 6.83069], [-0.82343, 1.28404, 6.09382], [-3.36668, 1.01273, -1.25866], [-3.37014, 1.11266, -3.21907], [1.28853, 1.33919, -2.00014], [2.15846, 0.77500, -0.32645], [1.61054, 2.60139, -0.63904], [-0.80377, 2.14145, -0.56762], [-0.03085, 1.25572, 0.96714], [-0.42477, -0.26891, -1.88959], [-2.52961, -1.34781, -1.45107], [-2.44899, -2.25030, 0.85614], [-4.01963, -1.18701, 0.75523], [-3.04261, -0.80957, 3.02734], [-1.85987, 1.96893, 1.91122], [-3.74880, 1.50840, 1.56218], [-3.03693, 1.50764, 3.30796], [-1.59657, -0.95966, 4.64202], [0.19465, -1.28257, 4.16869], [1.08683, 1.82354, 2.74816], [1.76385, 4.21912, 3.86705], [0.86531, 4.79479, 6.51665], [-0.76489, 2.94961, 7.94045], [-1.47785, 0.50469, 6.68434], [-2.99783, 2.24997, -0.61259], [-4.72240, 0.71712, -0.86493], [0.52338, -3.40366, -5.33351], [0.61938, -2.48421, -4.27559], [2.08890, -1.99201, -3.50655], [1.52006, -0.58346, -3.31423], [2.89708, -2.07573, -4.94640], [2.56794, -1.21636, -6.02134], [3.55824, -1.49982, -2.73755], [4.60325, -2.45496, -2.76081], [-0.35872, -4.02724, -5.17488], [0.35906, -2.85589, -6.26326], [1.41445, -4.04602, -5.41662], [1.69542, -0.59435, -5.82000], [2.35669, -1.83776, -6.89794], [3.42975, -0.58605, -6.25763], [4.99881, -2.56830, -3.77317], [4.24958, -3.41682, -2.38994], [5.41652, -2.09730, -2.11905]], "atomic_forces_ev_per_a": [[-0.8509, 1.5599, 0.0805], [2.7971, -0.9031, -0.2900], [0.2097, 1.3164, -1.7162], [-0.9673, 2.0065, -0.6354], [0.8777, -0.8808, 0.9923], [0.1474, -0.6801, 1.3131], [-2.4825, -0.0622, 0.5994], [-0.0436, -0.3833, 1.5347], [-1.1149, 0.4611, 1.9492], [1.5214, 0.0729, 0.3165], [0.7601, 3.9518, 2.3839], [-0.8276, 0.7997, 3.0048], [-3.0672, -3.6708, 2.4305], [-0.3826, -2.9470, -2.0777], [1.4864, -0.8956, -3.9102], [2.3465, 2.7361, -1.6154], [0.1615, -0.8014, 0.0218], [-0.0040, 0.5991, -0.7914], [0.3362, -0.1155, 2.4792], [-1.6168, 1.1733, -1.1695], [-0.2029, -2.3442, -0.2526], [0.8295, -2.0569, 0.6945], [-0.6943, -0.0982, -2.1482], [-0.2291, 0.1187, 2.6359], [-0.4589, -0.0352, -0.3780], [-0.7863, 2.3226, 0.0950], [2.1897, 0.1705, 0.4929], [1.3731, 0.8710, -1.5903], [-1.8937, -1.3918, 0.1475], [2.1704, -0.5549, 0.9833], [0.6008, -0.2931, -2.3680], [1.2255, 0.8432, -1.4974], [-1.9257, 1.5984, -0.5920], [-1.1067, 0.2454, 2.2297], [-1.6333, -1.6471, 1.6499], [-0.9139, -2.2909, -0.9458], [0.8071, -0.6670, -2.7788], [1.4148, 1.7567, -1.3512], [-0.6284, -0.4277, -0.2014], [0.5424, 0.5534, 0.3759], [-0.1925, -0.8427, -0.0656], [1.2992, -1.7033, 1.9507], [-1.3732, 8.9304, -4.1223], [0.2560, -2.0596, 0.7022], [0.7014, -1.1560, 0.7604], [-0.3409, -0.1323, -0.5501], [-0.9995, -3.0687, 0.6792], [0.7228, -0.0660, 0.1023], [0.0927, -0.0750, 0.0707], [0.1988, 0.0640, -0.0175], [-0.3031, 0.2905, -0.1544], [0.0689, -0.0011, 0.2201], [0.0204, 0.1008, 0.0112], [-0.0500, -0.0354, 0.2208], [-0.0723, -0.0878, -0.0028], [0.2756, -0.1365, 0.0927], [-0.2711, -0.0312, 0.0011]]}

---

{"formula": "C42H61F4N17O23S4", "method": "ωB97M-V with the def2-TZVPD basis set", "fmax_ev_per_a": 9.00, "charge": 0, "homo_lumo_gap_ev": 2.236, "lumo_energy_ev": -2.2, "multiplicity": 1, "elements": ["C", "C", "N", "C", "C", "N", "C", "C", "H", "H", "H", "H", "H", "H", "H", "H", "H", "H", "H", "C", "C", "N", "C", "C", "N", "C", "C", "H", "H", "H", "H", "H", "H", "H", "H", "H", "H", "H", "C", "C", "N", "C", "C", "N", "C", "C", "H", "H", "H", "H", "H", "H", "H", "H", "H", "H", "H", "C", "N", "C", "C", "C", "C", "C", "C", "C", "C", "N", "C", "C", "C", "H", "H", "H", "H", "H", "H", "H", "H", "H", "H", "H", "H", "H", "H", "C", "N", "C", "C", "C", "C", "C", "C", "C", "C", "N", "C", "C", "C", "H", "H", "H", "H", "H", "H", "H", "H", "H", "H", "H", "H", "H", "H", "N", "S", "O", "O", "F", "S", "O", "O", "F", "N", "S", "O", "O", "F", "S", "O", "O", "F", "N", "O", "O", "O", "N", "O", "O", "O", "N", "O", "O", "O", "N", "O", "O", "O", "N", "O", "O", "O"], "xyz": [[-1.50185, -5.51953, -2.57525], [-2.50172, -6.14230, -1.62570], [-3.85094, -6.15800, -2.18615], [-4.55651, -7.24403, -2.63735], [-5.69404, -6.77947, -3.20536], [-5.72693, -5.41917, -3.02123], [-4.62608, -5.07424, -2.34211], [-6.71408, -4.45715, -3.44736], [-1.63573, -4.46431, -2.79342], [-1.49323, -6.10170, -3.50297], [-0.49835, -5.78754, -2.23550], [-2.58731, -5.58200, -0.69219], [-2.30890, -7.16137, -1.29124], [-4.05955, -8.19874, -2.64483], [-6.47456, -7.18514, -3.82716], [-4.40598, -4.04791, -2.10063], [-7.62788, -4.99380, -3.69921], [-6.36903, -3.99984, -4.37849], [-6.94898, -3.66293, -2.74511], [-0.66594, -3.31485, -0.05394], [-1.28674, -1.92585, -0.03207], [-0.54023, -0.90268, -0.74083], [-0.60887, -0.70845, -2.12667], [0.34239, 0.19743, -2.45736], [0.96456, 0.56986, -1.26536], [0.49804, -0.19719, -0.30463], [2.18902, 1.37409, -1.08952], [0.19208, -3.41497, 0.61755], [-0.26599, -3.56818, -1.03421], [-1.36581, -4.07838, 0.28922], [-1.41333, -1.59036, 0.99958], [-2.30979, -1.93139, -0.40431], [-1.19105, -1.35040, -2.77193], [0.72961, 0.62716, -3.37686], [0.70294, -0.12590, 0.74883], [2.84558, 1.10939, -1.91454], [2.59061, 1.15952, -0.10018], [1.86841, 2.40927, -1.00280], [-0.79293, -0.01884, 4.99141], [-0.89283, -0.75431, 3.66482], [-0.58754, -2.17788, 3.80545], [0.63023, -2.75273, 4.13149], [0.48324, -4.10047, 4.24520], [-0.88666, -4.32535, 4.04941], [-1.45423, -3.18426, 3.70756], [-1.55169, -5.62447, 4.10440], [-1.57798, -0.31405, 5.68518], [-0.83242, 1.06977, 4.88506], [0.21624, -0.03279, 5.41358], [-0.15513, -0.25754, 3.03301], [-1.85934, -0.65351, 3.17708], [1.52739, -2.16245, 4.23348], [1.08337, -4.94913, 4.51829], [-2.50631, -3.13409, 3.45747], [-2.16722, -5.70854, 4.99654], [-0.82104, -6.42154, 4.02300], [-2.20199, -5.59295, 3.22964], [1.31141, 4.88039, 3.47531], [2.73589, 4.64189, 3.10552], [3.72780, 5.37649, 3.63039], [5.05238, 5.19068, 3.22607], [5.32514, 4.18496, 2.29439], [4.26485, 3.52401, 1.71104], [2.97707, 3.73070, 2.14258], [6.67881, 3.82664, 1.79926], [7.66130, 4.79673, 1.60875], [8.94351, 4.45048, 1.27635], [9.26606, 3.15386, 1.08957], [8.37201, 2.17324, 1.28159], [7.06907, 2.50716, 1.61580], [10.61466, 2.78226, 0.63056], [1.31603, 5.07790, 4.54412], [0.63138, 4.08383, 3.18960], [1.05796, 5.76574, 2.89219], [3.39907, 6.07666, 4.38531], [5.78725, 5.84347, 3.67326], [4.42263, 2.69353, 1.02906], [2.15120, 3.05233, 1.97601], [7.49465, 5.84133, 1.83730], [9.80595, 5.09881, 1.22236], [8.68958, 1.16012, 1.09477], [6.37043, 1.70079, 1.80822], [10.56783, 1.79874, 0.17682], [11.28495, 2.85778, 1.48672], [10.99732, 3.47191, -0.11957], [-0.19987, 6.42144, -0.24632], [-1.05984, 5.42567, -0.90602], [-2.38948, 5.52645, -0.68746], [-3.26316, 4.65170, -1.27852], [-2.71654, 3.54912, -1.95292], [-1.34122, 3.41869, -2.06661], [-0.50991, 4.41124, -1.57380], [-3.57718, 2.45497, -2.48122], [-4.63278, 2.74698, -3.35471], [-5.54114, 1.78131, -3.66923], [-5.33927, 0.48921, -3.29815], [-4.30402, 0.17699, -2.48469], [-3.42318, 1.13881, -2.06961], [-6.23338, -0.59358, -3.74104], [0.46316, 5.94080, 0.47295], [-0.75733, 7.19617, 0.26542], [0.45063, 6.80480, -1.03206], [-2.66087, 6.23071, 0.08252], [-4.33733, 4.74847, -1.22295], [-0.86967, 2.62112, -2.64009], [0.55714, 4.28244, -1.44823], [-4.76206, 3.78879, -3.61331], [-6.39617, 1.91925, -4.31527], [-4.34936, -0.84583, -2.14248], [-2.74170, 0.91798, -1.25753], [-7.02433, -0.61958, -2.98506], [-5.79699, -1.57259, -3.54435], [-6.51266, -0.47837, -4.78012], [-4.62066, -3.81072, 3.02239], [-5.08330, -3.76415, 1.53754], [-6.44267, -3.33104, 1.28528], [-4.52396, -4.73143, 0.61415], [-4.20329, -2.48654, 1.08481], [-5.46296, -5.23999, 3.31111], [-4.84567, -6.49886, 2.91604], [-6.90273, -5.16692, 3.34223], [-5.16181, -5.24887, 4.87455], [2.46607, -0.31150, 2.33121], [3.64623, -1.06320, 1.68752], [4.33754, -2.14447, 2.32911], [4.38604, -0.32564, 0.70243], [2.69992, -1.87953, 0.67742], [3.29178, 0.26084, 3.61674], [4.48014, 1.04214, 3.36332], [3.29143, -0.49722, 4.82998], [2.21642, 1.43139, 3.94297], [0.97530, 3.26975, -4.71295], [1.35155, 4.03288, -5.62142], [1.67099, 3.15918, -3.67303], [-0.01533, 2.49669, -4.90626], [-3.22492, -2.25013, -4.74005], [-2.65232, -1.28675, -5.27189], [-3.08097, -2.45168, -3.49860], [-4.00795, -2.96142, -5.40833], [-0.90304, 2.75486, 1.28274], [0.22809, 2.87546, 0.74626], [-1.46234, 1.65636, 1.35553], [-1.45502, 3.79506, 1.73850], [6.17553, 2.47112, -1.94721], [6.87560, 3.00792, -2.82651], [6.70313, 1.77509, -1.04202], [4.93774, 2.70335, -1.92372], [4.07431, 0.30336, -4.38988], [5.25382, -0.05183, -4.16797], [3.79986, 1.42705, -4.83712], [3.13274, -0.50002, -4.11811]], "atomic_forces_ev_per_a": [[0.6824, -1.7044, -0.5460], [-0.3873, 0.5062, 0.9522], [-1.3842, 1.1183, 0.3433], [0.7114, -0.0947, -0.7836], [-0.7893, 0.1874, -0.5482], [1.3196, 0.3146, 1.6370], [0.2484, -0.1991, -0.8225], [-0.6622, -0.0732, -1.4654], [-0.0704, 0.0086, 0.1535], [-0.4675, 0.3508, -0.2490], [0.0373, 0.6919, 0.4363], [0.0392, 0.0980, -0.0868], [0.3434, -0.0523, -0.4417], [-0.3740, -0.1517, -0.0078], [0.1308, -0.5705, 0.3054], [0.3722, -0.1154, 0.0887], [-0.0508, 0.0316, 0.2320], [0.1597, 0.0570, 0.0827], [0.2801, -0.3470, 0.4711], [0.6249, -0.1543, 0.1671], [-0.2731, 0.0999, 0.7603], [0.3563, -0.6649, -1.4225], [0.2001, -0.2119, -0.1601], [0.6359, 0.6755, 0.3231], [0.5399, -1.2087, 0.1162], [-1.3001, 0.6802, 1.1073], [-0.6833, 0.2294, 0.1213], [0.0448, 0.4044, 0.0429], [-0.2872, -0.0176, -0.1169], [-0.2628, 0.1251, -0.2242], [0.1777, 0.0849, 0.0384], [0.1198, -0.0805, -0.3971], [-0.3220, 0.2311, 0.0743], [-0.2615, -0.1526, -0.1937], [0.4391, 0.1100, -0.0999], [0.3148, 0.5228, 0.0807], [0.2214, -0.5197, -0.2763], [0.3338, 0.1277, -0.8080], [0.1018, 0.6939, 0.3298], [0.6312, 1.0507, 0.0507], [0.4713, -1.2802, -0.0898], [0.9619, 0.1816, 0.0217], [-1.7477, 0.5038, 0.3149], [1.5279, 0.0057, -0.2121], [-1.0882, 0.1368, 0.4471], [-0.6225, 0.6197, -0.7691], [0.2610, -0.0999, 0.2389], [-0.7253, -0.0915, -0.6245], [-0.0916, -0.9836, 0.1821], [0.0063, -0.5262, -0.4112], [-0.0784, -0.0626, 0.1296], [-0.0307, 0.0683, 0.0098], [0.4544, 0.3360, -0.0472], [0.0254, 0.2745, 0.0007], [0.1402, -0.0619, 0.0667], [0.0021, 0.0342, 0.0337], [-0.1800, -0.7035, 0.1373], [0.8820, 0.8095, 0.0597], [-0.3462, -0.7255, -0.6621], [0.4605, -0.1181, -0.2990], [-1.1254, 0.1186, 0.3563], [0.1963, 0.4619, -0.8278], [-0.5009, -1.2390, -0.0559], [0.1731, -0.2808, 1.1443], [0.8692, 0.0101, 0.4400], [0.4458, 0.6950, 0.5134], [0.2375, -0.6547, -0.0143], [-0.1928, -0.5540, -0.3359], [-0.4746, 0.8445, -0.5842], [-0.6836, -0.5808, 0.2835], [0.3356, 0.4040, 0.1670], [-0.3902, 0.0428, -0.0348], [0.3346, -0.2318, -0.0434], [-0.4349, 0.0537, 0.3433], [0.3000, 0.1597, -0.0273], [0.2311, -0.2374, 0.0061], [0.1520, 0.1943, -0.3672], [-0.0706, 0.2254, -0.8409], [-0.2291, 0.0073, -0.2204], [-0.3539, 0.4114, -0.1972], [-0.0757, -0.0277, -0.0002], [0.0067, -0.0324, -0.2020], [0.1121, -0.0769, 0.2071], [0.0527, -0.4265, -0.0354], [-0.4173, 0.1076, -0.0663], [1.1037, -0.4333, -0.4030], [-0.5343, 0.4235, 1.1001], [-0.0126, -0.2110, -0.1031], [0.2571, -0.5111, -0.3451], [0.3746, -0.2090, -0.1453], [0.3978, 0.0204, -0.7081], [-0.2573, -0.6083, 0.9079], [-0.3789, -0.0296, -0.3815], [0.1953, 0.6275, 0.9986], [0.0298, -1.1720, -0.9514], [1.1141, 0.4449, 0.1281], [-1.0685, -0.1463, -0.3904], [0.1882, 0.4002, 1.0017], [-0.3007, -0.3003, 1.4476], [-0.2668, -0.3258, 0.0287], [-0.2371, -0.0066, -0.2883], [-0.1296, 0.4272, 0.1255], [-0.2690, 0.3294, -0.3844], [0.0251, 0.1390, 0.4401], [0.0026, -0.0919, -0.0025], [0.1129, 0.1741, -0.8630], [-0.2864, -0.1412, -0.4229], [0.0045, 0.2552, 0.0358], [0.6708, -0.0325, -0.0312], [0.3159, -0.1910, -0.2898], [-0.6827, 0.3974, -0.7120], [0.7882, 0.2386, -0.6201], [-0.1924, 0.0385, 0.0779], [-1.3589, -2.7489, 0.0425], [-0.2533, 3.3498, -5.1712], [1.4500, -0.5551, 0.3584], [-0.4485, -0.1383, 0.8661], [-0.0387, 0.2776, 0.5518], [-0.7717, -2.9967, 4.4681], [-0.3123, 2.1341, -0.3445], [1.4309, 0.3669, -1.0288], [0.5555, 0.3851, 0.0933], [0.6736, 1.3751, 3.7335], [2.3516, -4.0981, -7.6620], [-0.5282, 0.9734, 1.4562], [0.0827, 0.7264, 1.5908], [-0.6174, -0.3530, 0.2780], [-0.9931, 2.9167, 2.1979], [-0.5973, -0.8191, -0.4139], [-0.3986, -0.4596, -0.7424], [-0.1193, -0.1714, -0.0291], [1.3624, -0.5629, -1.2808], [-0.7802, -0.0637, 0.7213], [-1.2367, 0.3565, 0.5916], [-0.2004, 0.5664, 0.8146], [-0.3830, 1.1431, -1.1679], [-0.1914, -0.6069, 0.5663], [-0.1635, -0.4200, 0.6298], [0.0795, -0.2342, 0.6305], [-0.0947, 0.8860, 0.1293], [0.0021, -0.2146, 0.2493], [0.0424, -0.0913, -0.0334], [0.1111, -0.4330, -0.1254], [-0.8149, 1.6728, -1.0699], [-0.0106, -0.5770, 0.7727], [0.3839, -0.2823, 0.8131], [0.7772, -0.4137, 0.6349], [0.1140, 0.2099, 0.2219], [-0.3212, 0.1605, -0.2219], [0.2801, -0.4468, -0.0297], [-0.2977, -0.1129, 0.2596]]}